(1)
Formula: C15H30Cl12F4IOP
Source: OMol25
Level of theory: the ωB97M-V functional and the def2-TZVPD basis

Its HOMO energy is -9.244 eV. Its spin multiplicity is 1. Its net charge is 0. Its gap between HOMO and LUMO is 9.39 eV. The relative energy (zero: lowest compared OMol25 entry of this formula, charge and spin) comes out at 0.0 kJ/mol. The value obtained for the strongest force on any atom is 1.09 eV Å⁻¹. The LUMO energy is 0.14 eV. Its SMILES is CC(C)C[C@@H](C)CO[PH2](I)C(F)(F)C(F)F.ClCCl.ClCCl.ClCCl.ClCCl.ClCCl.ClCCl.

The geometry in XYZ format:
```
64
Properties=species:S:1:pos:R:3:forces:R:3:nbo_charge:R:1
C 3.133122 1.259267 -0.781884 -0.205 -0.342 0.029 -0.6010
C 2.845880 0.121503 -1.782455 -0.366 0.539 0.266 -0.2145
C 2.163117 0.702791 -3.045538 0.547 -0.266 0.108 -0.6229
C 1.991364 -0.926751 -1.056030 0.502 -0.252 -0.171 -0.3949
C 1.487137 -2.110094 -1.920617 0.140 0.057 0.176 -0.2466
C 1.751344 -3.450397 -1.207975 0.153 0.193 -0.012 -0.6040
C 0.018455 -1.989759 -2.333595 0.179 0.125 0.254 -0.0568
O -0.741997 -1.466951 -1.235161 -0.281 -0.242 -0.226 -0.8584
P -2.399671 -1.464359 -1.325627 1.062 0.081 0.222 1.0744
I -4.980538 -1.737715 -1.491513 -0.248 -0.030 -0.002 -0.3836
C -2.564614 0.367501 -0.820528 -0.097 0.073 -0.228 0.4081
F -3.158844 0.447253 0.387587 -0.019 -0.095 -0.021 -0.3133
F -1.332196 0.890910 -0.699292 0.033 0.042 0.106 -0.3068
C -3.336893 1.228682 -1.879093 0.241 -0.046 -0.024 0.5040
F -4.566720 1.519378 -1.426861 -0.208 0.027 0.027 -0.3196
F -2.686625 2.399991 -2.045637 0.114 0.146 0.003 -0.3227
H 3.990157 1.864750 -1.081796 -0.091 0.059 0.013 0.2077
H 2.243649 1.891279 -0.699833 0.120 0.080 -0.009 0.2014
H 3.309173 0.851277 0.217825 0.217 0.067 -0.056 0.2087
H 3.813024 -0.311861 -2.058033 -0.168 -0.206 -0.050 0.1921
H 2.829961 0.610157 -3.906066 -0.218 -0.039 -0.089 0.2141
H 1.214646 0.221176 -3.274228 0.021 -0.011 -0.034 0.1923
H 1.993053 1.764726 -2.914973 -0.256 0.000 0.018 0.2156
H 2.633256 -1.356840 -0.279116 -0.114 0.082 0.062 0.2070
H 1.171884 -0.428047 -0.533804 -0.059 -0.069 -0.113 0.2213
H 2.082598 -2.098172 -2.841189 -0.194 -0.095 -0.068 0.2089
H 1.084584 -4.242151 -1.556638 0.036 0.009 0.024 0.1991
H 1.649845 -3.340765 -0.125686 -0.167 -0.100 -0.058 0.2140
H 2.777090 -3.773040 -1.403586 -0.046 0.006 0.095 0.2143
H -0.356127 -2.987400 -2.590020 -0.026 0.068 -0.130 0.1735
H -0.097305 -1.337083 -3.204382 -0.063 0.005 0.037 0.1766
H -2.483672 -2.411484 -0.312868 -0.268 0.004 0.055 0.0327
H -2.404580 -1.731585 -2.693498 -0.213 -0.011 -0.112 0.0029
H -3.394569 0.742447 -2.856430 -0.132 -0.095 0.103 0.1574
C -6.527015 0.911374 -4.183278 -0.049 -0.032 0.200 -0.3972
Cl -7.129851 -0.725562 -4.433935 -0.093 0.015 -0.142 -0.0132
Cl -5.018340 1.214834 -5.064147 0.014 0.020 -0.036 -0.0430
H -7.273960 1.615537 -4.528703 0.035 -0.008 -0.069 0.2233
H -6.327318 1.038478 -3.125204 0.031 -0.023 -0.010 0.2357
C 0.136724 -1.258550 3.164838 -0.058 0.042 0.022 -0.3927
Cl 0.783319 -2.899623 3.041015 0.076 -0.007 -0.084 -0.0308
Cl 1.406748 -0.056152 3.425124 0.011 0.005 -0.060 -0.0267
H -0.383267 -1.023152 2.244079 0.040 0.004 -0.056 0.2220
H -0.538403 -1.224070 4.009748 -0.004 -0.027 0.011 0.2251
C 1.816986 3.254067 4.997575 -0.093 0.030 0.024 -0.3938
Cl 2.761170 2.141435 6.001615 0.037 0.003 -0.069 -0.0368
Cl 2.592024 3.564057 3.444030 0.002 -0.005 -0.020 -0.0137
H 0.848486 2.802601 4.817445 0.030 -0.038 -0.028 0.2270
H 1.719101 4.192012 5.530546 0.039 -0.004 -0.003 0.2247
C -3.169536 -4.282612 2.960368 0.128 -0.023 -0.077 -0.3966
Cl -3.888090 -3.277753 1.696486 -0.136 -0.057 0.004 -0.0180
Cl -2.518521 -3.305694 4.277984 -0.091 -0.019 0.178 -0.0281
H -3.931154 -4.940672 3.360799 -0.037 0.057 -0.002 0.2261
H -2.355882 -4.848274 2.521673 0.023 0.015 0.021 0.2241
C 2.655984 3.865771 -5.612908 -0.062 0.024 0.001 -0.3946
Cl 3.234786 2.669542 -6.779296 -0.007 -0.003 -0.006 -0.0249
Cl 3.359438 3.630270 -4.009654 0.188 0.325 -0.086 -0.0198
H 2.929604 4.851970 -5.967462 0.039 -0.018 -0.002 0.2236
H 1.579882 3.769130 -5.529580 0.012 -0.036 0.005 0.2223
C 2.729462 1.639436 9.579663 0.011 -0.005 -0.038 -0.3968
Cl 1.162788 2.139505 10.231649 -0.016 -0.005 -0.005 -0.0310
Cl 4.079983 2.206303 10.570238 0.001 -0.006 -0.007 -0.0270
H 2.757059 0.556778 9.551331 -0.006 0.007 0.033 0.2203
H 2.828833 2.060408 8.586476 0.009 0.007 0.106 0.2295
```
Positions in Å, forces in eV/Å.

=====

(2)
Formula: C19H43P3RuS2
Source: OMol25
Level of theory: the ωB97M-V functional and the def2-TZVPD basis

Its HOMO energy (spin up / spin down) is -19.034 / -20.571 eV. Its spin multiplicity is 5. Its net charge is +4. Its gap between HOMO and LUMO (spin up / spin down) is 5.97 / 5.39 eV. As for the expectation value of S²: 6.045. The value obtained for the strongest force on any atom is 2.52 eV Å⁻¹. The LUMO energy (spin up / spin down) is -13.07 / -15.18 eV.

The geometry in XYZ format:
```
68
Properties=species:S:1:pos:R:3:forces:R:3:nbo_charge:R:1
Ru 0.115368 0.868589 -0.222588 0.263 -0.087 -0.690 -0.3690
P 1.791488 0.982860 1.274651 0.973 0.127 2.318 1.1822
P -1.771255 1.841577 0.481786 -1.254 0.455 0.834 1.3468
P 0.747126 1.937395 -2.115586 0.122 1.325 -2.138 1.1177
H -0.904650 -4.060448 1.036639 0.330 -0.201 -0.207 0.2013
C 0.002846 -4.088975 0.426130 -0.050 -0.117 -0.101 -0.3653
C 1.235367 -3.883723 0.914484 0.021 0.028 -0.264 -0.3265
H 1.438693 -3.714845 1.974284 0.060 0.007 -0.348 0.2042
C 1.483806 -0.152629 2.662740 -0.110 -0.362 0.256 -0.9613
C 2.341536 2.502026 2.125429 -0.292 0.075 -0.306 -0.9470
C 3.310575 0.344031 0.494245 -0.331 -0.063 -0.515 -0.9603
C -3.133934 0.693464 0.045732 0.105 -0.060 -0.102 -0.9539
C -1.884041 2.061666 2.286580 0.316 -0.109 0.201 -0.9645
C -2.287645 3.470085 -0.148130 0.552 0.021 -0.350 -0.9619
C 1.980049 0.909592 -2.967878 0.169 -0.239 0.127 -0.9533
C 1.477703 3.615313 -2.047893 -0.023 -0.137 0.384 -0.9455
C -0.621459 2.104431 -3.310153 -0.289 -0.008 -0.051 -0.9392
H -0.137890 -4.383504 -0.619176 -0.025 0.114 0.423 0.2247
H 2.097348 -3.922213 0.241930 -0.150 -0.148 0.405 0.2259
H 0.970007 -1.056986 2.310250 0.283 0.075 -0.039 0.2214
H 0.828211 0.327111 3.400026 0.236 0.071 -0.121 0.2437
H 2.428416 -0.433983 3.145726 -0.202 0.062 0.018 0.2841
H 1.570380 2.832292 2.834006 0.201 -0.041 -0.155 0.2618
H 2.502897 3.300348 1.389732 0.062 -0.127 0.217 0.2698
H 3.277455 2.311488 2.671647 -0.274 -0.001 -0.172 0.2903
H 3.097576 -0.616109 0.007374 0.185 0.123 0.069 0.2497
H 4.090726 0.200980 1.255626 -0.260 0.095 -0.117 0.3015
H 3.668149 1.057843 -0.259255 0.038 -0.168 0.219 0.2687
H -4.058524 1.259930 -0.126515 0.167 -0.127 0.075 0.2978
H -3.286380 -0.018222 0.867416 0.012 0.158 -0.218 0.2556
H -2.879919 0.121442 -0.857424 -0.236 0.318 0.241 0.2381
H -2.531141 2.918626 2.509172 0.087 -0.240 0.046 0.2974
H -0.885583 2.255558 2.699767 -0.274 0.072 -0.045 0.2520
H -2.294745 1.159133 2.759438 0.060 0.291 -0.173 0.2345
H -3.104611 3.858078 0.474554 0.137 -0.209 -0.144 0.2970
H -2.628017 3.401324 -1.186396 0.031 0.049 0.183 0.2705
H -1.442374 4.169305 -0.097716 -0.253 -0.066 0.021 0.2700
H 1.502898 0.010912 -3.377133 0.054 0.197 0.054 0.2483
H 2.748286 0.592492 -2.253001 0.021 0.085 -0.313 0.2507
H 2.449862 1.474919 -3.787806 -0.118 -0.118 0.265 0.3018
H 1.548809 4.050861 -3.055180 -0.005 -0.238 0.242 0.2912
H 2.483917 3.569045 -1.608097 -0.222 0.045 -0.102 0.2657
H 0.854727 4.270081 -1.422111 0.160 -0.124 -0.216 0.2598
H -0.745014 1.168185 -3.865756 0.023 0.175 0.100 0.2562
H -0.411556 2.918705 -4.020173 -0.053 -0.241 0.199 0.2940
H -1.557064 2.320033 -2.779981 0.183 0.048 -0.281 0.2428
C -0.389006 -1.840168 -2.119443 -0.010 -0.359 0.234 -0.1364
C -1.419629 -1.477111 -3.013117 -0.549 -0.107 -1.090 -0.2096
C -1.449381 -2.035643 -4.287206 -0.750 1.127 0.958 -0.1016
C -0.470583 -2.959114 -4.676085 -0.017 -0.199 -0.566 0.0062
C 0.573846 -3.296494 -3.802715 0.862 0.034 1.280 -0.1560
C 0.629763 -2.729707 -2.535881 0.417 -0.783 -0.804 -0.2023
S -0.465640 -1.395411 -0.465831 0.094 0.151 -0.052 0.3077
H 0.411786 2.398794 0.132246 -0.162 -0.350 -0.061 0.1040
H -2.188252 -0.794449 -2.655008 0.050 -0.172 -0.374 0.2386
H -2.247262 -1.746112 -4.971658 0.189 -0.193 0.128 0.2702
H -0.520997 -3.415850 -5.667578 0.017 0.113 0.274 0.2810
H 1.338191 -4.016782 -4.099660 -0.229 0.218 0.000 0.2846
H 1.405877 -2.985610 -1.815685 -0.069 -0.038 -0.395 0.2474
C -0.915286 -3.176900 3.740385 0.177 -0.136 -0.027 -0.8065
S -1.729133 -1.608074 3.451994 0.555 -0.446 1.175 0.8406
C -1.469407 -0.862288 5.069821 0.140 0.359 -0.098 -0.7978
H -0.279106 -3.419280 2.883165 -0.329 0.062 0.144 0.2658
H -1.690916 -3.944119 3.842863 -0.069 -0.050 -0.070 0.3227
H -0.318326 -3.141996 4.655816 -0.186 0.029 -0.188 0.2853
H -2.401274 -0.941570 5.644305 -0.053 0.023 -0.063 0.3274
H -0.655204 -1.356351 5.610430 -0.250 0.034 -0.210 0.2841
H -1.228495 0.196168 4.917405 -0.257 -0.100 0.072 0.2748
```
Positions in Å, forces in eV/Å.

=====

(3)
Formula: FHMgNO3PrS2
Source: OMol25
Level of theory: the ωB97M-V functional and the def2-TZVPD basis

Its HOMO energy (spin up / spin down) is -9.395 / -12.053 eV. Its spin multiplicity is 4. Its net charge is +1. Its gap between HOMO and LUMO (spin up / spin down) is 2.73 / 7.09 eV. The relative energy (zero: lowest compared OMol25 entry of this formula, charge and spin) comes out at 0.0 kJ/mol. As for the expectation value of S²: 3.769. The value obtained for the strongest force on any atom is 5.46 eV Å⁻¹. The LUMO energy (spin up / spin down) is -6.67 / -4.96 eV.

The geometry in XYZ format:
```
10
Properties=species:S:1:pos:R:3:forces:R:3:mulliken_spin:R:1
Mg -2.495579 -2.358839 0.608251 0.221 0.880 -0.338 0.6117
N -1.133841 0.356001 -0.569277 0.551 -0.365 0.582 -0.0013
S -2.654439 -0.410852 -1.024025 0.092 -0.421 0.315 0.0029
S -0.573571 0.119621 0.855988 2.935 1.643 -0.330 0.0281
O 1.010154 0.524579 0.681160 -5.251 -1.329 0.664 0.0025
O -0.973319 -1.150897 1.508296 0.774 1.151 -0.631 -0.0156
F -1.188434 1.211426 1.900138 1.124 -1.339 -1.291 -0.0020
Pr 1.082335 0.935144 -1.794470 1.896 -0.248 1.857 2.3859
O 3.247832 0.769424 -1.274876 -2.687 -0.009 -1.089 -0.0126
H 3.678863 0.004394 -0.891185 0.344 0.036 0.260 0.0004
```
Positions in Å, forces in eV/Å.

=====

(4)
Formula: C3H4N2O2
Source: OMol25
Level of theory: the ωB97M-V functional and the def2-TZVPD basis

Its HOMO energy is -8.231 eV. Its spin multiplicity is 1. Its net charge is 0. Its gap between HOMO and LUMO is 8.86 eV. The relative energy (zero: lowest compared OMol25 entry of this formula, charge and spin) comes out at 198.6 kJ/mol. The value obtained for the strongest force on any atom is 1.72 eV Å⁻¹. The LUMO energy is 0.63 eV. Its SMILES is Nc1ncoc1O.

The geometry in XYZ format:
```
11
Properties=species:S:1:pos:R:3:forces:R:3:nbo_charge:R:1
C -0.031222 0.103784 0.558200 0.234 1.498 -0.802 0.1835
C 0.782431 1.290026 -1.061319 -0.937 -0.253 0.931 0.3199
C -0.206842 -0.568516 -0.602363 0.307 -0.773 0.142 0.4174
H -0.448797 0.707326 2.412091 -0.069 -0.716 -0.297 0.3918
H -1.126694 -0.789972 1.965642 -0.075 0.086 0.273 0.3829
H 1.152748 2.118863 -1.647434 0.087 -0.442 -0.291 0.1970
H 0.037913 -2.408272 -1.148875 -1.198 0.990 0.349 0.4886
N -0.332940 -0.171724 1.894074 0.096 0.412 -0.285 -0.8104
N 0.556982 1.357371 0.212054 -0.022 -1.176 -0.022 -0.4695
O 0.332192 0.143651 -1.639126 0.428 1.029 -0.055 -0.4232
O -0.715770 -1.782536 -0.942943 1.149 -0.656 0.057 -0.6780
```
Positions in Å, forces in eV/Å.

=====

Energy values, unit a.u., following the record order: -7225.54331 -2663.42756 -1894.14642 -376.68816.